Entry 1:
{"formula": "C30H27N10OSZr", "method": "wB97M-V/def2-TZVPD", "species": ["Zr", "C", "C", "C", "C", "C", "C", "C", "C", "C", "S", "C", "N", "H", "H", "H", "H", "H", "H", "H", "H", "C", "N", "C", "N", "C", "N", "C", "C", "C", "C", "C", "C", "C", "N", "N", "C", "O", "C", "C", "C", "C", "C", "C", "N", "C", "N", "C", "N", "C", "H", "H", "H", "H", "H", "H", "H", "H", "H", "H", "H", "H", "H", "H", "H", "H", "N", "H", "H", "H"], "positions_angstrom": [[1.207318, 0.798631, -1.861296], [-0.856561, 3.325453, -2.159971], [0.564811, 3.810923, -2.136976], [0.848336, 5.167770, -2.163594], [2.158980, 5.594202, -2.139039], [3.209287, 4.661369, -2.105484], [4.564937, 5.057773, -2.099141], [5.556657, 4.117344, -2.107425], [5.228822, 2.755375, -2.154163], [3.914107, 2.334246, -2.158876], [3.585580, 0.602053, -2.355274], [2.872247, 3.282039, -2.102749], [1.544230, 2.873645, -2.093419], [-1.544590, 4.165643, -2.222192], [-1.100996, 2.786441, -1.240788], [-1.039020, 2.708977, -3.042838], [0.034274, 5.877758, -2.204059], [2.382447, 6.654667, -2.159140], [4.800152, 6.114467, -2.101244], [6.597128, 4.412123, -2.104864], [6.012248, 2.009956, -2.212612], [-4.281278, 0.222328, -1.124644], [-2.968485, 0.189345, -1.788661], [-1.769230, 0.205677, -1.233277], [-0.837640, 0.092351, -2.199788], [-1.586472, -0.002462, -3.356385], [-2.863923, 0.062123, -3.120628], [-4.624321, -1.145663, -0.570556], [-5.678022, -1.888403, -1.085440], [-5.945224, -3.152509, -0.573409], [-5.146069, -3.698140, 0.416744], [-4.080503, -2.956940, 0.925138], [-3.844388, -1.671792, 0.447636], [-3.173115, -3.514889, 1.912919], [-3.247941, -4.631769, 2.560195], [-2.119881, -4.746261, 3.304865], [-1.401596, -3.691891, 3.083383], [-2.012536, -2.858917, 2.200612], [-0.084228, -3.378950, 3.609107], [0.581901, -4.315473, 4.396529], [1.855582, -4.033676, 4.859735], [2.468554, -2.829972, 4.544324], [1.797863, -1.883337, 3.778399], [2.464090, -0.542952, 3.535536], [1.986385, 0.112608, 2.316331], [2.007341, -0.343316, 1.077778], [1.406229, 0.557319, 0.276126], [1.050816, 1.574320, 1.145584], [1.384506, 1.313050, 2.370371], [0.519915, -2.157526, 3.313388], [-5.003897, 0.532114, -1.874314], [-4.240083, 0.964403, -0.327645], [-1.577586, 0.258796, -0.173237], [-1.169392, -0.115167, -4.345607], [-6.294894, -1.478976, -1.876183], [-6.779283, -3.718475, -0.965174], [-5.331387, -4.692736, 0.800036], [-3.054268, -1.087587, 0.905815], [0.091889, -5.251256, 4.629185], [2.381518, -4.757502, 5.466920], [3.468819, -2.622542, 4.906545], [3.545289, -0.663628, 3.472733], [2.246728, 0.150159, 4.346898], [2.443410, -1.282578, 0.781096], [0.566890, 2.495399, 0.859251], [-0.038983, -1.428058, 2.736634], [1.506228, -1.536251, -2.280280], [0.714160, -2.175192, -2.277644], [2.204606, -1.959861, -1.671642], [1.921493, -1.626210, -3.210156]], "atomic_forces_ev_per_a": [[0.9, -1.3, 0.7], [0.1, 0.2, -0.1], [-0.1, 0.1, -0.1], [0.0, -0.1, 0.0], [0.0, -0.1, 0.0], [-0.2, -0.2, 0.1], [0.1, 0.0, 0.0], [0.1, 0.1, 0.0], [-0.2, -0.2, 0.0], [0.1, 0.2, 0.0], [-0.9, 0.0, -0.2], [0.5, 0.3, -0.1], [0.2, 0.9, -0.3], [0.0, 0.0, 0.0], [-0.1, -0.1, 0.0], [-0.1, -0.1, 0.1], [0.0, 0.0, 0.0], [0.0, 0.0, 0.0], [0.0, 0.0, 0.0], [0.0, 0.0, 0.0], [0.0, 0.0, 0.0], [-0.5, -0.5, 0.3], [0.6, 0.2, 0.2], [-0.3, -0.1, -0.1], [-0.4, 0.0, -0.2], [-0.1, 0.0, 0.1], [0.0, -0.1, -0.3], [0.1, 0.1, -0.1], [0.0, 0.1, 0.0], [-0.1, 0.0, 0.0], [0.0, 0.0, 0.0], [0.1, 0.3, -0.2], [-0.1, -0.1, 0.0], [0.3, -0.6, 0.5], [-0.7, 0.3, -0.6], [0.8, 0.2, 0.4], [-0.7, -0.6, -0.1], [0.1, 0.4, -0.1], [0.2, 0.2, 0.0], [-0.1, 0.0, 0.0], [0.0, 0.0, 0.0], [0.1, 0.1, 0.0], [0.0, 0.0, -0.1], [0.1, -0.4, 0.5], [0.0, -0.2, -0.6], [0.0, 0.1, 0.3], [-0.1, 0.3, 0.1], [0.0, -0.1, 0.2], [-0.1, 0.3, 0.1], [0.0, -0.1, 0.0], [0.1, 0.1, -0.1], [0.1, 0.1, -0.1], [-0.1, 0.1, 0.0], [0.0, 0.0, 0.0], [0.0, 0.0, 0.0], [0.0, 0.0, 0.0], [0.0, 0.0, 0.0], [0.0, 0.0, 0.0], [0.0, 0.0, 0.0], [0.0, 0.0, 0.0], [0.0, 0.0, 0.0], [0.0, 0.1, -0.1], [0.0, 0.1, -0.1], [0.0, 0.0, 0.1], [0.0, 0.0, 0.0], [0.0, 0.0, 0.0], [0.4, 0.0, -0.3], [-0.2, 0.1, 0.1], [0.1, 0.0, 0.0], [0.0, -0.1, -0.1]], "orbital_gap_ha": 0.1644, "charge": 3, "largest_force_ev_per_a": 1.69, "e_homo_ev": -15.0}

Entry 2:
{"formula": "C30H27N2OPSV", "method": "wB97M-V/def2-TZVPD", "species": ["V", "O", "N", "C", "C", "C", "C", "C", "S", "H", "H", "H", "H", "N", "C", "C", "C", "C", "C", "C", "C", "C", "C", "C", "C", "C", "H", "H", "H", "H", "H", "H", "H", "H", "H", "H", "C", "P", "C", "C", "C", "C", "C", "C", "C", "C", "C", "C", "C", "C", "H", "H", "H", "H", "H", "H", "H", "H", "H", "H", "H", "H", "H"], "positions_angstrom": [[-0.495040, 0.166733, 0.244214], [-0.424740, -0.260567, 1.825614], [-1.070140, -1.106767, 2.582714], [-0.618440, -1.431267, 3.814214], [-1.286540, -2.352967, 4.565014], [-2.448340, -2.949967, 4.044414], [-2.905740, -2.589367, 2.801414], [-2.198640, -1.649367, 2.033814], [-2.586740, -1.126867, 0.474214], [0.284160, -0.927167, 4.127314], [-0.926840, -2.608867, 5.547914], [-2.971940, -3.690167, 4.626214], [-3.804740, -3.016967, 2.385014], [-0.778640, 0.206333, -1.597686], [-1.669740, 0.981933, -2.378486], [-2.023340, 0.520933, -3.645786], [-2.854240, 1.265033, -4.458386], [-3.340540, 2.477433, -3.990286], [-3.003240, 2.925933, -2.728986], [-2.132740, 2.219633, -1.888886], [-1.795740, 2.747433, -0.554286], [-2.070640, 4.099233, -0.275386], [-2.006440, 4.615333, 1.001014], [-1.626840, 3.805033, 2.062114], [-1.229840, 2.510233, 1.791714], [-1.279240, 1.977233, 0.508714], [-0.568140, -0.666567, -2.098586], [0.100560, 0.740333, -1.478486], [-1.629640, -0.425467, -3.998086], [-3.117240, 0.906233, -5.440486], [-3.988840, 3.082033, -4.604886], [-3.447240, 3.843233, -2.386186], [-2.339940, 4.767933, -1.077986], [-2.277740, 5.643633, 1.179214], [-1.621040, 4.178233, 3.074914], [-0.880240, 1.897433, 2.620314], [3.268860, 1.268333, 0.960814], [1.985460, 0.175733, 0.260714], [2.479560, -0.154067, -1.463986], [2.143060, 0.798433, -2.431486], [2.319560, 0.516133, -3.775686], [2.826960, -0.718267, -4.157886], [3.207860, -1.643167, -3.198886], [3.040260, -1.368067, -1.850586], [2.095060, -1.442867, 1.071214], [2.916260, -1.732067, 2.153914], [2.785660, -2.949167, 2.808614], [1.834760, -3.867467, 2.397714], [1.026560, -3.595067, 1.301414], [1.161260, -2.392967, 0.636514], [4.235860, 0.761133, 0.941814], [3.009560, 1.550433, 1.981314], [3.330960, 2.168533, 0.347014], [1.772260, 1.776633, -2.122786], [2.045960, 1.246933, -4.521186], [2.932660, -0.960467, -5.202586], [3.625460, -2.592067, -3.499386], [3.338760, -2.097367, -1.108486], [3.656060, -1.022067, 2.491014], [3.423060, -3.181267, 3.647414], [1.717760, -4.805267, 2.917414], [0.299560, -4.318767, 0.961114], [0.555360, -2.197067, -0.252286]], "atomic_forces_ev_per_a": [[-1.6, 1.5, -0.9], [0.8, -0.8, 4.6], [-1.6, -1.7, 1.1], [0.4, 0.1, 0.4], [-0.1, 0.1, -0.2], [0.2, 0.3, -0.1], [0.1, 0.1, 0.1], [0.2, 0.0, 0.2], [0.3, 0.2, -0.6], [0.0, 0.0, 0.0], [0.1, 0.0, 0.0], [-0.1, -0.1, 0.1], [0.0, 0.0, -0.1], [-0.2, -0.5, -2.1], [-1.1, 1.2, -0.8], [0.2, -0.1, 0.3], [0.0, 0.1, 0.1], [0.0, -0.1, 0.0], [0.1, -0.1, 0.0], [0.0, -0.5, -0.3], [0.0, 0.4, 0.3], [0.0, -0.1, -0.1], [0.0, 0.0, 0.1], [0.1, -0.1, -0.2], [0.3, 0.0, 0.8], [0.2, -0.4, -0.9], [0.2, 0.2, 0.1], [0.7, 0.2, -1.3], [0.0, -0.1, 0.0], [0.0, 0.0, -0.1], [-0.1, 0.0, -0.1], [0.0, 0.1, 0.1], [-0.1, 0.0, 0.0], [0.0, 0.1, 0.0], [0.0, 0.0, 0.1], [-0.1, 0.2, -0.2], [-0.3, 0.0, 0.0], [1.4, -0.2, -0.3], [-0.2, 0.0, 0.2], [0.2, 0.0, 0.1], [-0.1, 0.1, 0.0], [0.0, 0.0, 0.1], [0.0, -0.1, 0.0], [0.0, 0.0, 0.0], [-0.1, 0.0, -0.1], [-0.1, 0.2, -0.1], [0.0, -0.1, 0.1], [0.0, 0.0, 0.0], [-0.1, 0.0, -0.1], [0.2, 0.1, 0.0], [-0.1, 0.0, 0.0], [0.0, 0.0, 0.0], [0.0, 0.0, 0.0], [0.0, 0.0, -0.1], [0.0, 0.1, -0.1], [0.0, 0.0, -0.1], [0.1, -0.1, 0.0], [0.0, 0.0, 0.0], [0.1, 0.1, 0.1], [0.1, 0.0, 0.1], [0.1, -0.1, 0.1], [0.0, -0.1, 0.0], [0.0, -0.1, 0.1]], "orbital_gap_ha": [0.2430, 0.2618], "charge": 2, "s_squared": 0.7701, "largest_force_ev_per_a": 4.72, "e_homo_ev": [-13.8, -13.9], "spin_multiplicity": 2}

Entry 3:
{"formula": "C30H27N3O3RuS", "method": "wB97M-V/def2-TZVPD", "species": ["Ru", "C", "O", "C", "N", "C", "C", "C", "C", "C", "C", "C", "C", "C", "C", "C", "C", "N", "C", "N", "C", "C", "O", "C", "C", "C", "C", "C", "C", "H", "H", "H", "H", "H", "H", "H", "H", "H", "H", "H", "H", "H", "H", "H", "H", "H", "H", "H", "C", "S", "O", "C", "C", "C", "C", "C", "C", "H", "H", "H", "H", "H", "H", "H", "H"], "positions_angstrom": [[0.161786, 1.121992, 0.051773], [4.492953, 1.814749, -0.266171], [3.712962, 3.065367, -0.377876], [2.472536, 2.752535, -0.300009], [2.159943, 1.499809, -0.066033], [3.430286, 0.770091, 0.183164], [3.617382, 0.345840, 1.615365], [2.811508, 0.815348, 2.659199], [3.104343, 0.460188, 3.958703], [4.206519, -0.379502, 4.233521], [5.010011, -0.859724, 3.189516], [4.720303, -0.502933, 1.896226], [1.382359, 3.739301, -0.443173], [1.448971, 5.105949, -0.644380], [0.243419, 5.807123, -0.713015], [-0.978193, 5.143505, -0.588642], [-0.947561, 3.773181, -0.396153], [0.208651, 3.112628, -0.325270], [-2.086468, 2.842377, -0.261684], [-1.895444, 1.557473, -0.080009], [-3.233033, 0.919534, -0.093121], [-4.197365, 2.150583, -0.117715], [-3.296354, 3.279969, -0.342214], [-3.496878, -0.006334, -1.249303], [-4.662825, -0.842887, -1.140504], [-5.064038, -1.626096, -2.186136], [-4.309694, -1.606114, -3.368879], [-3.137145, -0.792666, -3.474673], [-2.737315, -0.004561, -2.421460], [5.272126, 2.003303, 0.465750], [4.912478, 1.628772, -1.250710], [3.458172, -0.101544, -0.472177], [1.999922, 1.505169, 2.467011], [2.509112, 0.845736, 4.777826], [4.441289, -0.643174, 5.258070], [5.857160, -1.497799, 3.405245], [5.347297, -0.866731, 1.088144], [2.402909, 5.609131, -0.741182], [0.255769, 6.879673, -0.865347], [-1.917834, 5.679244, -0.644949], [-3.376703, 0.372608, 0.840718], [-4.700513, 2.319678, 0.830277], [-4.910376, 2.151649, -0.936546], [-5.231662, -0.834376, -0.216098], [-5.949667, -2.243674, -2.115356], [-4.610897, -2.205039, -4.220784], [-2.585897, -0.796906, -4.406761], [-1.869550, 0.624672, -2.512603], [0.576218, -2.432827, 2.253261], [-0.617285, -1.955903, 1.013059], [0.162466, -0.813426, 0.237601], [-0.599208, -3.322572, -0.091107], [0.438724, -3.545545, -0.988415], [0.396891, -4.695327, -1.758011], [-0.648611, -5.602448, -1.607995], [-1.675747, -5.362046, -0.704414], [-1.668738, -4.203624, 0.057060], [1.523896, -2.669288, 1.768981], [0.164493, -3.321973, 2.735493], [0.663502, -1.626029, 2.978321], [1.260916, -2.847721, -1.079205], [1.184464, -4.893926, -2.471831], [-0.657121, -6.509657, -2.196300], [-2.482327, -6.073814, -0.593570], [-2.467319, -4.011018, 0.765492]], "atomic_forces_ev_per_a": [[-1.3, -0.7, -0.2], [0.0, 0.3, 0.1], [0.1, -0.2, 0.1], [-0.1, 0.4, -0.2], [0.4, 0.0, 0.4], [-0.4, 0.0, -0.3], [-0.3, 0.4, -0.3], [-0.1, 0.1, 0.7], [-1.0, 0.8, -0.6], [0.6, -0.5, 0.4], [0.4, -0.2, -0.7], [0.7, -0.6, 0.6], [0.2, 0.1, -0.1], [0.1, -0.2, 0.0], [-0.1, 0.1, 0.0], [0.1, 0.1, 0.0], [-0.1, 0.0, 0.0], [-0.1, -0.1, 0.1], [-0.7, 0.3, -0.1], [1.0, 0.3, 0.1], [-0.8, -0.3, 0.1], [0.1, -0.4, 0.1], [0.8, 0.3, 0.1], [-0.8, -1.1, -0.1], [1.5, 1.4, 0.7], [0.4, -0.2, -1.1], [1.1, 0.8, 0.1], [-1.5, -1.4, -0.5], [-0.6, 0.0, 0.9], [0.1, 0.0, 0.0], [0.0, -0.1, 0.0], [0.1, -0.1, 0.1], [0.0, -0.1, 0.0], [0.0, 0.0, 0.0], [0.0, 0.0, 0.1], [0.0, 0.0, 0.0], [0.0, 0.0, 0.0], [0.0, 0.0, 0.0], [0.0, 0.0, 0.0], [0.0, 0.0, 0.0], [0.1, 0.1, 0.0], [0.0, 0.1, 0.0], [0.0, -0.1, 0.0], [0.0, 0.0, 0.0], [0.0, 0.0, 0.0], [0.0, 0.1, 0.1], [0.0, 0.0, 0.1], [0.3, 0.2, -0.1], [0.1, 0.1, -0.1], [-0.4, -0.6, 0.0], [0.4, 0.8, -0.2], [-0.2, 0.1, 0.1], [0.1, -0.1, 0.0], [0.1, 0.1, 0.0], [-0.1, 0.0, 0.1], [0.0, 0.0, 0.0], [-0.1, 0.1, 0.1], [0.0, 0.0, 0.0], [0.0, 0.0, 0.0], [0.0, 0.0, 0.0], [0.0, 0.0, -0.1], [0.0, 0.0, 0.0], [0.0, 0.0, 0.0], [0.0, 0.0, 0.0], [0.0, 0.0, -0.1]], "orbital_gap_ha": [0.1949, 0.0855], "charge": 4, "s_squared": 6.0332, "largest_force_ev_per_a": 2.14, "e_homo_ev": [-18.1, -18.1], "spin_multiplicity": 5}